Record 1
A cluster of 17 separate species, C26H28Cl51N2S in total in a non-equilibrium geometry. Source: the OMol25 dataset; level of theory: ωB97M-V with the def2-TZVPD basis set.

Charge ... +1
Largest force on an atom ... 0.0699 hartree/bohr
E ... -24984.48794 Eh

Cartesian coordinates (Å):
C -4.06752 -4.53391 2.42509
C -3.60378 -4.51827 1.31350
C -3.02243 -4.74591 -0.05514
C -1.45790 -4.72428 0.02063
C -0.78999 -3.53513 -0.73765
C -1.57294 -2.23092 -0.67354
C -2.22002 -1.69849 -1.80397
C -2.86104 -0.43986 -1.53837
N -2.83780 0.11189 -0.35255
N -2.30058 -0.33333 0.76826
C -1.69522 -1.47363 0.55495
S -0.86449 -2.10723 2.02871
H -4.33866 -4.26280 3.42459
H -3.45885 -4.02896 -0.76837
H -3.32073 -5.76662 -0.35686
H -1.06890 -5.66164 -0.41654
H -1.16281 -4.72077 1.08066
H -0.71082 -3.81426 -1.80610
H 0.24087 -3.35173 -0.38910
H -2.21489 -2.20403 -2.79799
H -3.39650 0.10269 -2.34567
H -3.29204 1.02694 -0.25428
H 0.27837 -2.66411 1.55576
C -0.28432 2.71888 -0.69743
Cl -1.08990 3.80493 0.42951
Cl -0.52815 3.26718 -2.35747
Cl 1.42367 2.57139 -0.29175
H -0.72932 1.73576 -0.59969
C 4.51129 2.29556 -2.23930
Cl 5.12964 3.66975 -3.15926
Cl 3.66368 1.16259 -3.30296
Cl 5.80798 1.47364 -1.37408
H 3.80980 2.66688 -1.50500
C -4.54593 1.89077 -4.56377
Cl -5.67026 3.09875 -5.17389
Cl -3.36579 2.61777 -3.46502
Cl -5.41552 0.58095 -3.74082
H -4.00957 1.46693 -5.40517
C -5.92919 1.52797 1.95126
Cl -4.64320 2.49562 1.19784
Cl -5.29126 0.60146 3.31013
Cl -7.25312 2.56103 2.46580
H -6.30612 0.83356 1.21407
C -5.88607 4.59318 -8.69735
Cl -7.49549 4.21875 -9.31616
Cl -4.70611 3.40556 -9.26599
Cl -5.40143 6.22387 -9.16219
H -5.91775 4.54412 -7.61747
C 3.43463 -1.20508 2.99580
Cl 2.97064 0.48941 2.82956
Cl 2.73722 -1.90821 4.45480
Cl 2.93481 -2.11630 1.56087
H 4.51468 -1.26039 3.07076
C 5.42545 3.56822 -7.19831
Cl 3.86655 3.26238 -7.97240
Cl 6.61597 2.36373 -7.69572
Cl 5.99480 5.19819 -7.56442
H 5.29153 3.48931 -6.12704
C -4.78254 -3.47068 -5.07281
Cl -3.79650 -2.79097 -3.75455
Cl -3.84414 -4.63215 -6.00417
Cl -6.24014 -4.21504 -4.42463
H -5.07402 -2.65871 -5.72930
C 9.54740 1.94147 0.02700
Cl 10.50456 2.42129 1.42671
Cl 8.52303 0.55501 0.43579
Cl 8.56924 3.29345 -0.55562
H 10.22220 1.64295 -0.76691
C -3.52249 -7.57673 5.18454
Cl -2.24698 -7.46492 6.40082
Cl -5.03890 -8.11150 5.92046
Cl -3.74544 -6.02234 4.36104
H -3.22486 -8.31171 4.44623
C 5.75448 0.27154 6.44070
Cl 5.38488 -0.20744 8.09848
Cl 6.27574 -1.12582 5.48796
Cl 4.35443 1.05886 5.70460
H 6.57390 0.98071 6.46502
C -5.91298 -4.61013 7.42685
Cl -5.40340 -3.79653 5.94068
Cl -4.58256 -4.67773 8.58203
Cl -7.31233 -3.79893 8.13032
H -6.19732 -5.62550 7.17551
C -9.36377 5.29701 -5.37630
Cl -9.36675 5.58390 -3.63500
Cl -10.45832 6.40861 -6.19396
Cl -7.72460 5.44843 -6.02787
H -9.70745 4.28527 -5.55583
C 7.49904 1.52500 2.74741
Cl 6.44548 2.88217 3.14884
Cl 8.32223 0.91779 4.18936
Cl 6.58504 0.23605 1.95331
H 8.25362 1.87600 2.05089
C 13.18820 -0.59970 1.82031
Cl 11.70126 -1.00094 2.68577
Cl 12.95449 -0.75998 0.07622
Cl 13.72480 1.03139 2.22786
H 13.95828 -1.29753 2.12611
C 10.81852 4.56453 4.73579
Cl 9.15072 4.10191 4.37695
Cl 11.14459 4.41773 6.46326
Cl 11.95465 3.58254 3.80268
H 10.95235 5.60128 4.45120
C -9.74868 0.13178 0.30954
Cl -9.71205 0.39428 2.05811
Cl -10.86779 1.25256 -0.46208
Cl -8.13645 0.28375 -0.41152
H -10.09952 -0.87691 0.12761

Atomic forces in eV per Å
C 0.23 1.72 -0.87
C 0.01 -0.44 -0.94
C -0.05 -0.45 1.17
C 0.02 0.04 -0.02
C -0.38 0.07 -0.47
C -0.55 0.49 -0.96
C 0.68 0.80 2.19
C 0.17 -1.30 -2.12
N -1.07 1.31 -0.26
N 0.30 -0.71 -1.10
C 2.21 -1.86 1.32
S -0.49 0.55 0.23
H -0.37 0.30 -0.67
H 0.25 -0.30 0.13
H -0.06 0.56 -0.03
H -0.09 0.52 0.15
H -0.12 0.00 -0.47
H -0.04 0.24 0.45
H -0.38 -0.15 -0.08
H 0.66 1.02 1.44
H 0.46 -0.28 0.87
H -0.09 -0.21 0.23
H -0.54 0.30 -0.36
C 0.03 0.13 0.06
Cl -0.12 -0.07 0.04
Cl 0.30 -0.04 0.10
Cl -0.05 -0.07 -0.02
H 0.08 0.04 0.00
C 0.16 -0.19 -0.04
Cl -0.02 0.00 0.05
Cl -0.05 0.10 0.04
Cl -0.17 0.01 -0.07
H -0.03 0.04 -0.10
C -0.13 0.24 -0.12
Cl 0.08 -0.18 0.16
Cl -0.15 -0.11 -0.14
Cl -0.11 -0.02 -0.11
H -0.01 -0.01 0.07
C -0.15 -0.03 0.41
Cl 0.12 0.08 -0.15
Cl 0.03 0.00 -0.12
Cl 0.30 0.14 -0.08
H 0.01 0.02 0.00
C -0.03 0.07 -0.25
Cl 0.08 -0.04 0.01
Cl -0.01 -0.02 0.08
Cl -0.02 -0.06 0.07
H 0.04 -0.05 -0.06
C -0.17 0.20 0.28
Cl -0.11 -0.12 -0.25
Cl 0.00 -0.03 -0.15
Cl 0.12 -0.11 -0.16
H -0.02 0.03 0.00
C 0.05 0.02 -0.10
Cl 0.02 0.00 0.06
Cl -0.05 0.02 0.05
Cl -0.03 -0.05 0.05
H -0.01 -0.02 -0.02
C -0.22 -0.35 -0.23
Cl -1.08 -0.51 -0.88
Cl 0.00 0.14 0.07
Cl 0.09 0.12 0.01
H 0.06 0.02 0.09
C 0.55 -0.17 -0.55
Cl -0.12 -0.07 -0.33
Cl 2.47 0.14 -2.61
Cl 0.11 -0.04 0.09
H 0.02 0.12 0.02
C 0.07 0.18 0.33
Cl -0.04 -0.03 -0.08
Cl 0.02 0.00 -0.05
Cl 0.63 -2.10 0.92
H -0.05 0.04 0.03
C -0.11 -0.03 0.14
Cl 0.07 0.00 -0.05
Cl -0.30 -0.19 0.19
Cl 0.27 -0.01 0.15
H -0.04 -0.02 -0.05
C 0.00 0.01 0.15
Cl -0.25 0.35 0.18
Cl -0.03 -0.05 -0.09
Cl 0.03 -0.05 -0.06
H 0.04 0.05 -0.03
C -0.16 0.11 0.06
Cl 0.03 -0.07 -0.06
Cl 0.07 -0.09 0.01
Cl -0.09 0.17 0.11
H 0.05 0.04 -0.01
C -0.45 0.21 0.86
Cl -0.15 -0.08 -0.06
Cl 0.16 0.06 -0.39
Cl -2.12 -0.37 1.90
H -0.36 0.06 0.54
C -0.15 0.08 0.01
Cl 0.05 0.00 -0.01
Cl 0.01 -0.01 0.03
Cl 0.13 -0.08 0.00
H -0.03 0.04 -0.03
C -0.05 -0.04 0.08
Cl 0.23 0.34 0.04
Cl 0.00 0.03 -0.06
Cl 0.12 0.14 0.29
H 0.01 -0.06 0.00
C -0.34 0.12 0.23
Cl -0.05 -0.24 -0.29
Cl 0.07 -0.07 0.01
Cl 0.02 -0.07 -0.11
H 0.07 0.04 -0.01


Record 2
A structure of composition C49H41MnN6P in a non-equilibrium geometry. Source: the OMol25 dataset; level of theory: ωB97M-V with the def2-TZVPD basis set.

Charge ... 0
Largest force on an atom ... 0.1137 hartree/bohr
Energy above the lowest of the compared OMol25 structures with the same formula, charge and spin ... 1.279 eV
Spin multiplicity ... 2

Cartesian coordinates (Å):
Mn 0.64482 0.12389 -0.56729
C 2.36395 -2.63078 2.76372
N 2.58344 -2.06696 1.46220
C 1.99909 -0.93646 0.96252
N 2.41180 -0.72641 -0.28357
C 3.27600 -1.73131 -0.60398
C 3.38050 -2.59452 0.47604
C 3.99580 -3.90822 0.51825
C 4.85079 -4.31299 1.54347
C 5.39859 -5.58094 1.52643
C 5.09723 -6.46113 0.49879
C 4.24974 -6.06273 -0.52695
C 3.70997 -4.79570 -0.52473
C 3.95131 -1.84596 -1.88722
C 3.28489 -1.47453 -3.05384
C 3.89476 -1.64947 -4.28055
C 5.16823 -2.18967 -4.35926
C 5.84316 -2.53849 -3.20068
C 5.24318 -2.36840 -1.96834
P 0.78617 -0.07584 2.05043
C -0.64685 -0.89186 1.27881
N -0.96543 -0.89114 -0.04208
C -2.28651 -1.21391 -0.14428
C -2.81937 -1.40126 1.12174
N -1.78617 -1.16865 2.01396
C -1.81998 -1.25826 3.44234
C -4.14568 -1.81783 1.53203
C -4.77331 -2.89028 0.88835
C -6.02589 -3.30294 1.29033
C -6.67811 -2.65589 2.33035
C -6.06991 -1.58564 2.96565
C -4.81446 -1.16942 2.57381
C -2.96064 -1.19591 -1.43859
C -4.27325 -0.74043 -1.56386
C -4.85538 -0.63052 -2.81286
C -4.14586 -0.98306 -3.94867
C -2.84767 -1.45193 -3.82946
C -2.25604 -1.55936 -2.58490
C 0.81613 1.59771 1.36927
N 0.81744 1.99087 0.07335
C 0.35624 3.26910 0.03860
C 0.02132 3.68126 1.31472
N 0.30678 2.62496 2.15183
C 0.09020 2.54111 3.56146
C -0.66982 4.90358 1.68472
C -1.73746 5.33095 0.88708
C -2.41301 6.49582 1.18914
C -2.03255 7.25976 2.28238
C -0.97737 6.84514 3.07779
C -0.30050 5.67577 2.78513
C 0.32957 4.07356 -1.17913
C -0.24123 3.56239 -2.34046
C -0.25247 4.32283 -3.49451
C 0.29411 5.59603 -3.49469
C 0.85074 6.11294 -2.33626
C 0.87000 5.35740 -1.17962
H 1.30926 -2.54777 3.03842
H 2.96423 -2.11537 3.52002
H 2.63601 -3.68573 2.75172
H 5.11213 -3.62150 2.33266
H 6.07112 -5.88247 2.31642
H 5.52416 -7.45257 0.49343
H 4.00743 -6.74457 -1.32901
H 3.05451 -4.47099 -1.31933
H 2.27693 -1.07429 -2.97204
H 3.36943 -1.38201 -5.18513
H 5.63690 -2.34515 -5.31998
H 6.83722 -2.95637 -3.26514
H 5.77807 -2.63763 -1.06841
H -2.43748 -2.09974 3.76037
H -2.21660 -0.33966 3.89274
H -0.80393 -1.40609 3.81757
H -4.26160 -3.39033 0.07848
H -6.49442 -4.13859 0.79241
H -7.65892 -2.98167 2.63711
H -6.57569 -1.06608 3.76600
H -4.36124 -0.31227 3.05072
H -4.82852 -0.44396 -0.68612
H -5.86297 -0.25035 -2.90625
H -4.59881 -0.87372 -4.92307
H -2.29124 -1.72129 -4.71503
H -1.23257 -1.89694 -2.48534
H -0.58441 3.33468 3.88254
H 1.03207 2.62081 4.11526
H -0.35746 1.56896 3.80833
H -2.03383 4.73840 0.03336
H -3.24126 6.81059 0.56940
H -2.55138 8.17854 2.50978
H -0.67128 7.44174 3.92572
H 0.54300 5.38231 3.39401
H -0.66409 2.56321 -2.31258
H -0.69322 3.91885 -4.39423
H 0.28487 6.19297 -4.39395
H 1.27372 7.10649 -2.33252
H 1.31437 5.75617 -0.27783
C 0.47316 0.39617 -2.47577
H -0.35497 0.15390 -3.15235
H 1.18627 1.06703 -2.98129

Atomic forces in eV per Å
Mn -0.02 0.81 -5.79
C -0.19 -0.23 0.57
N -0.14 -0.10 -0.42
C 0.85 -0.03 0.68
N -0.02 0.64 0.84
C -0.02 -0.49 0.73
C -0.31 0.86 -0.69
C 0.28 -0.54 0.10
C -0.13 0.19 -0.24
C 0.12 -0.25 0.03
C -0.01 0.04 -0.01
C 0.13 -0.20 0.01
C -0.07 0.20 0.29
C 0.17 0.00 -0.41
C -0.15 -0.04 0.21
C 0.06 -0.04 -0.16
C 0.02 -0.01 -0.06
C 0.08 -0.09 -0.07
C -0.11 0.14 0.01
P 0.65 0.01 -0.17
C -1.91 -0.66 0.11
N 0.64 0.47 1.58
C -0.14 -0.24 0.38
C 1.08 0.28 -0.21
N -0.03 0.13 -1.15
C -0.02 -0.06 0.68
C -0.60 -0.21 0.26
C 0.30 0.23 0.16
C -0.16 -0.05 0.02
C 0.01 0.00 -0.03
C -0.20 -0.06 0.09
C 0.22 -0.01 -0.30
C -0.15 -0.03 -0.29
C 0.13 0.02 0.01
C -0.13 0.00 -0.02
C 0.02 0.02 -0.04
C -0.02 -0.04 -0.10
C 0.01 -0.03 0.20
C 0.21 0.83 0.40
N -0.12 -1.43 1.04
C 0.21 0.48 0.54
C 0.31 -0.89 -0.51
N -0.15 0.11 -0.66
C -0.12 -0.06 0.63
C -0.23 0.46 0.22
C 0.08 -0.14 0.17
C -0.06 0.11 -0.01
C 0.00 0.02 0.02
C -0.06 0.15 0.08
C 0.07 -0.09 -0.14
C -0.06 0.11 -0.25
C -0.09 -0.08 0.14
C -0.05 0.02 -0.07
C -0.02 0.07 -0.07
C 0.00 0.10 0.00
C 0.01 -0.13 -0.04
H 0.18 -0.07 -0.03
H -0.05 -0.06 -0.05
H -0.05 0.09 -0.01
H -0.01 0.05 0.06
H 0.04 -0.04 0.06
H 0.04 -0.09 0.01
H 0.02 -0.06 -0.06
H -0.05 0.00 -0.06
H 0.11 0.01 -0.03
H -0.07 0.06 -0.08
H 0.03 0.02 -0.09
H 0.10 -0.01 0.03
H 0.01 0.00 0.06
H 0.02 0.07 -0.05
H 0.06 -0.15 -0.04
H -0.19 0.00 -0.08
H 0.03 -0.03 -0.04
H -0.07 -0.06 -0.04
H -0.13 -0.04 0.05
H -0.08 0.02 0.06
H 0.04 0.04 0.03
H -0.02 0.06 0.07
H -0.07 0.01 0.03
H -0.03 -0.03 -0.08
H 0.08 -0.03 -0.06
H 0.01 0.04 -0.02
H 0.07 -0.07 -0.05
H -0.11 0.03 -0.02
H 0.05 0.22 -0.02
H 0.01 -0.05 -0.03
H -0.02 0.02 -0.03
H -0.07 0.08 0.03
H 0.01 0.04 0.04
H 0.07 -0.05 0.03
H 0.09 0.06 -0.07
H -0.03 -0.02 -0.09
H 0.00 0.04 -0.12
H 0.05 0.10 -0.03
H 0.03 -0.01 0.07
C -0.47 -0.08 2.35
H 0.18 -0.24 -0.04
H 0.02 -0.13 0.06


Record 3
A structure of composition C12H14N2OsPS in a non-equilibrium geometry. Source: the OMol25 dataset; level of theory: ωB97M-V with the def2-TZVPD basis set.

Charge ... +1
Largest force on an atom ... 0.2279 hartree/bohr
Energy above the lowest of the compared OMol25 structures with the same formula, charge and spin ... 4.473 eV
Spin multiplicity ... 5

Cartesian coordinates (Å):
C 0.11512 -0.01980 -1.49633
C -0.73008 -0.97894 -2.15855
C -0.26404 -2.33949 -1.88192
C 0.89031 -2.18132 -1.00705
C 1.02890 -0.85069 -0.56015
Os 0.39961 1.00151 1.61770
P -1.08504 2.54115 0.58578
H 0.20434 1.10311 -1.45420
H -1.64434 -0.61007 -2.68293
H -0.58027 -3.27438 -2.50136
H 1.90358 -0.32074 -0.08339
H 1.60377 -2.89401 -0.55125
H -2.39506 2.31162 1.18997
H -1.52765 2.48610 -0.81935
H -0.96177 4.02535 0.71581
N -1.06924 -3.15403 1.39124
C -0.92943 -2.10830 2.21703
N -0.19328 -0.98539 1.95782
C 0.00376 -0.22546 3.10179
C 0.58797 1.10508 3.39868
C 0.17192 1.99131 4.34666
C -0.53603 1.36085 5.34282
C -0.97801 0.06256 5.27250
C -0.77734 -0.74514 4.19005
S -1.63785 -2.19818 3.76824
H -1.61907 -3.95832 1.67285
H -0.61596 -3.10388 0.44318
H 1.65015 1.17524 2.61294
H 0.51957 3.01937 4.22215
H -0.64749 1.96123 6.19772
H -1.53878 -0.36784 6.09436

Atomic forces in eV per Å
C -0.85 -2.37 0.84
C 0.54 2.93 0.98
C 1.00 0.44 -0.75
C 0.35 0.29 1.88
C 0.21 0.53 -3.71
Os -1.14 3.88 -11.00
P -1.45 1.07 -0.68
H -0.64 -1.57 -0.63
H 1.06 -0.92 0.09
H 0.59 1.84 1.57
H -0.91 -1.23 -0.21
H -0.86 -0.14 -0.83
H 0.93 0.42 -0.45
H 0.43 0.16 1.17
H -0.09 -1.68 -0.02
N 0.56 0.73 -1.33
C 1.50 1.18 -1.11
N 0.02 -3.61 0.10
C -3.47 -2.87 6.61
C -0.06 -1.32 1.42
C 1.28 -0.88 0.35
C 0.29 1.15 0.37
C -0.72 -0.81 1.48
C 0.45 1.22 -1.13
S 0.26 0.28 0.80
H 0.20 0.34 -0.24
H -0.70 -0.12 1.36
H 2.40 0.72 0.90
H -0.26 -0.28 0.75
H -0.91 0.33 1.25
H -0.01 0.32 0.16